# 1
Density functional theory data (wB97M-V/def2-TZVPD) for C46H47B2Cl5CsF2Ge2N11SSe as an isolated structure in a non-equilibrium geometry.

Structure (XYZ):
```
118
Properties=species:S:1:pos:R:3
Cs 1.000 0.938 -0.653
C 3.382 3.893 -1.762
C 2.716 4.056 -0.439
C 1.907 5.120 -0.010
C 1.557 4.780 1.274
N 2.136 3.602 1.569
N 2.841 3.160 0.528
B 1.963 2.930 2.933
N 0.463 2.710 3.147
C -0.332 3.066 4.171
C -1.598 2.599 3.900
C -1.482 1.946 2.661
C -2.535 1.198 1.922
N -0.236 2.032 2.227
N 2.672 1.574 3.036
C 3.532 1.189 3.996
C 3.824 -0.141 3.796
C 3.073 -0.494 2.665
C 2.973 -1.832 2.016
N 2.392 0.552 2.230
N 2.588 3.885 3.969
C 3.654 4.672 3.726
C 3.987 5.316 4.896
C 3.052 4.841 5.830
C 2.950 5.184 7.279
N 2.229 3.981 5.251
H 4.046 4.737 -1.962
H 3.967 2.976 -1.765
H 2.642 3.857 -2.560
H 1.608 5.995 -0.554
H 0.962 5.316 1.986
H 0.061 3.594 5.018
H -2.480 2.727 4.499
H -3.510 1.654 2.079
H -2.316 1.174 0.855
H -2.576 0.172 2.290
H 3.876 1.858 4.760
H 4.477 -0.762 4.378
H 3.523 -2.570 2.600
H 1.929 -2.138 1.944
H 3.380 -1.808 1.004
H 4.101 4.719 2.754
H 4.775 6.025 5.060
H 3.239 6.222 7.444
H 1.933 5.033 7.636
H 3.614 4.549 7.869
Cl 3.892 0.978 -3.780
C 3.812 -0.633 -3.160
C 2.663 -1.009 -2.465
C 2.687 -2.343 -2.069
Cl 1.302 -2.941 -1.197
C 3.729 -3.231 -2.310
Cl 3.674 -4.884 -1.793
C 4.863 -2.772 -2.970
Cl 6.215 -3.817 -3.231
C 4.907 -1.453 -3.402
Cl 6.330 -0.872 -4.207
F -3.710 -2.177 -0.343
B -3.185 -1.727 -1.484
F -3.330 -0.437 -1.724
S -1.114 -3.941 -4.260
C -1.908 -3.130 -3.206
N -2.577 -2.631 -2.335
C 0.458 1.528 -5.117
Ge -1.479 1.687 -4.580
C -2.263 2.686 -6.185
C -2.059 -0.211 -4.949
Ge -1.794 2.221 -2.067
C -3.774 2.688 -2.101
C -4.362 3.199 -0.947
C -5.689 3.589 -0.906
C -6.485 3.450 -2.030
C -5.937 2.904 -3.178
C -4.605 2.532 -3.203
C -1.295 4.188 -2.154
C -0.788 4.817 -3.286
C -0.488 6.168 -3.301
C -0.675 6.934 -2.164
C -1.157 6.326 -1.017
C -1.454 4.976 -1.018
H 0.571 1.177 -6.141
H 0.948 0.808 -4.465
H 0.991 2.473 -5.029
H -2.124 2.116 -7.099
H -1.789 3.654 -6.318
H -3.327 2.864 -6.056
H -2.063 -0.444 -6.011
H -3.046 -0.433 -4.549
H -1.353 -0.881 -4.464
H -3.761 3.300 -0.054
H -6.109 4.010 0.003
H -7.519 3.773 -2.013
H -6.556 2.778 -4.059
H -4.198 2.107 -4.108
H -0.633 4.239 -4.192
H -0.107 6.631 -4.206
H -0.440 7.994 -2.165
H -1.294 6.912 -0.117
H -1.815 4.526 -0.101
C 1.092 -4.737 3.036
N 0.160 -4.730 1.949
C -1.025 -4.075 1.932
Se -1.742 -3.095 3.253
N -1.645 -4.357 0.760
C -0.861 -5.205 0.014
C -1.061 -5.842 -1.198
C -0.058 -6.691 -1.638
C 1.103 -6.892 -0.899
C 1.304 -6.274 0.323
C 0.299 -5.438 0.778
H 0.844 -3.916 3.706
H 2.100 -4.605 2.648
H 1.025 -5.681 3.583
H -2.486 -3.882 0.470
H -1.963 -5.684 -1.771
H -0.179 -7.208 -2.579
H 1.870 -7.548 -1.282
H 2.211 -6.436 0.886
```

Properties
HOMO in eV: -2.07
Relative energy (zero: lowest compared OMol25 entry of this formula, charge and spin) in eV: 2.390
Charge: -2

***

# 2
Density functional theory data (wB97M-V/def2-TZVPD) for C46H47N6O2RuSTe as an isolated structure in a non-equilibrium geometry.

Structure (XYZ):
```
104
Properties=species:S:1:pos:R:3
Ru -0.019 0.114 -0.157
N -4.094 -1.472 -0.372
C -2.934 -0.755 -0.390
S -1.453 -1.693 -0.338
N -3.027 0.530 -0.458
N -1.775 1.173 -0.428
C -1.853 2.439 -0.550
C -0.747 3.380 -0.607
C -1.092 4.733 -0.742
C -0.142 5.721 -0.860
C 1.204 5.349 -0.853
C 1.568 4.027 -0.727
C 0.607 3.012 -0.594
O 1.047 1.766 -0.513
H -4.058 -2.455 -0.568
H -4.947 -0.975 -0.563
H -2.861 2.841 -0.639
H -2.145 4.989 -0.765
H -0.431 6.758 -0.970
H 1.973 6.106 -0.950
H 2.607 3.727 -0.738
C 0.063 1.849 -3.749
C 1.542 1.453 -3.717
C 1.745 0.032 -4.173
C 1.976 -0.235 -5.516
C 2.085 -1.537 -5.984
C 1.956 -2.588 -5.095
C 1.732 -2.364 -3.738
C 1.600 -3.550 -2.813
C 2.946 -4.240 -2.575
C 1.642 -1.045 -3.282
N 1.381 -0.803 -1.910
C 2.289 -0.850 -0.992
C 2.096 -0.143 1.498
C 2.909 -0.685 2.662
C 2.163 -0.517 3.754
C 0.838 -0.039 3.317
N 0.776 0.104 2.054
H -0.064 2.912 -3.537
H -0.505 1.285 -3.007
H -0.372 1.636 -4.727
H 1.923 1.580 -2.703
H 2.109 2.120 -4.370
H 2.071 0.598 -6.204
H 2.264 -1.728 -7.035
H 2.019 -3.611 -5.452
H 0.902 -4.266 -3.254
H 1.169 -3.238 -1.861
H 3.411 -4.529 -3.520
H 2.838 -5.138 -1.963
H 3.644 -3.564 -2.070
H 3.351 -0.998 -1.187
H 3.943 -0.989 2.626
H 2.467 -0.692 4.776
H -0.017 0.160 3.952
C 5.949 -9.463 -0.235
C 5.331 -8.114 0.022
C 5.991 -6.945 -0.313
C 5.437 -5.687 -0.071
C 6.240 -4.486 -0.507
C 4.174 -5.611 0.532
Te 3.252 -3.727 0.834
N 1.752 -0.688 0.220
C 2.808 1.341 1.452
O 2.348 2.277 2.024
C 4.138 1.418 0.733
C 4.692 2.679 0.551
C 5.907 2.822 -0.099
C 6.579 1.700 -0.569
C 6.042 0.438 -0.371
C 4.824 0.298 0.280
C 3.161 -3.875 2.939
C 1.895 -3.935 3.517
C 1.746 -3.949 4.897
C 2.874 -3.904 5.703
C 4.135 -3.846 5.127
C 4.306 -3.826 3.743
C 5.693 -3.753 3.165
C 3.477 -6.787 0.872
C 2.112 -6.783 1.506
C 4.077 -8.012 0.613
H 6.838 -9.379 -0.859
H 5.243 -10.129 -0.734
H 6.242 -9.943 0.701
H 6.969 -7.002 -0.780
H 7.306 -4.674 -0.371
H 5.972 -3.589 0.047
H 6.077 -4.278 -1.568
H 4.156 3.537 0.935
H 6.331 3.808 -0.237
H 7.525 1.810 -1.083
H 6.565 -0.442 -0.725
H 4.438 -0.700 0.445
H 1.019 -3.963 2.880
H 0.757 -3.998 5.335
H 2.775 -3.916 6.781
H 5.012 -3.812 5.763
H 6.435 -3.624 3.952
H 5.785 -2.920 2.463
H 5.935 -4.661 2.608
H 1.436 -6.093 0.998
H 2.162 -6.469 2.550
H 1.679 -7.781 1.475
H 3.540 -8.918 0.875
```

Properties
HOMO (spin up / spin down) in eV: -7.37 / -7.25
Relative energy (zero: lowest compared OMol25 entry of this formula, charge and spin) in eV: 0.840
Multiplicity: 2
Charge: 0

***

- Which of these has the lowest charge?
  C46H47B2Cl5CsF2Ge2N11SSe